[1]
DFT (the ωB97M-V functional and the def2-TZVPD basis) results for the molecule C17H16N4O3S2 at a distorted geometry.

Each line ends with the Löwdin charge.
Positions of all 42 atoms, in Å:
C  0.23  1.27  3.79  -0.026
C  1.31  1.10  2.77  -0.232
C  2.06  2.19  2.34  -0.034
C  3.06  2.04  1.40  -0.069
C  3.35  0.79  0.89  -0.076
C  2.63  -0.31  1.31  -0.034
C  1.59  -0.15  2.23  -0.142
C  0.84  -1.36  2.65  -0.429
O  1.28  -2.24  3.35  0.115
N  -0.46  -1.47  2.19  0.123
C  -1.09  -0.70  1.26  -0.614
N  -0.63  0.35  0.68  0.041
N  -1.46  0.90  -0.19  -0.013
C  -2.58  0.29  -0.31  -0.949
S  -3.84  0.76  -1.39  0.918
C  -2.94  2.03  -2.33  -0.350
H  -3.61  2.34  -3.13  0.088
H  -2.72  2.87  -1.68  0.089
C  -1.62  1.53  -2.93  -0.588
O  -0.67  2.26  -3.05  0.072
N  -1.65  0.25  -3.36  0.053
H  -2.47  -0.31  -3.18  0.102
C  -0.44  -0.48  -3.68  -0.080
C  -0.12  -1.46  -2.60  -0.257
C  0.73  -1.41  -1.53  -0.021
C  0.53  -2.62  -0.82  -0.072
C  -0.43  -3.31  -1.49  -0.125
O  -0.83  -2.62  -2.57  0.043
H  -0.89  -4.26  -1.31  0.120
H  1.04  -2.93  0.08  0.098
H  1.39  -0.61  -1.29  0.107
H  -0.58  -1.00  -4.63  0.131
H  0.37  0.25  -3.76  0.132
S  -2.73  -1.13  0.72  1.041
H  -0.95  -2.30  2.50  0.152
H  2.85  -1.29  0.92  0.115
H  4.15  0.67  0.17  0.104
H  3.62  2.91  1.08  0.104
H  1.85  3.17  2.76  0.113
H  0.17  0.41  4.45  0.084
H  0.40  2.16  4.39  0.082
H  -0.74  1.39  3.29  0.081

## Properties
* gap between HOMO and LUMO: 9.029 eV
* ΔE to the lowest compared entry with this formula, charge and spin: 18.1 kcal/mol
* LUMO energy: 0.3 eV
* SMILES: Cc1ccccc1C(=O)Nc1nnc(SCC(=O)NCc2ccco2)s1

---

[2]
DFT (the ωB97M-V functional and the def2-TZVPD basis) results for a structure of composition C6H13O3Sm at a distorted geometry.

Each line ends with the Mulliken spin population.
Positions of all 23 atoms, in Å:
C  -3.38  -0.69  1.36  -0.096
O  -2.62  -0.39  0.20  0.080
C  -2.13  0.94  0.11  -0.064
C  -0.93  1.14  1.01  -0.046
O  -0.06  0.05  0.79  0.023
C  1.08  -0.02  1.64  -0.014
C  1.51  -1.46  1.85  -0.012
O  0.52  -2.24  2.46  0.009
C  -0.36  -2.99  1.58  -0.029
Sm  -0.93  -1.93  -0.36  7.037
H  -4.24  -0.01  1.43  -0.020
H  -3.73  -1.73  1.26  0.032
H  -2.93  1.65  0.38  -0.013
H  -1.84  1.08  -0.94  0.064
H  -1.22  1.16  2.07  0.005
H  -0.44  2.10  0.77  -0.002
H  0.83  0.43  2.61  0.004
H  1.91  0.57  1.19  0.013
H  2.38  -1.44  2.53  -0.005
H  1.84  -1.90  0.90  0.017
H  0.12  -3.97  1.38  0.007
H  -1.25  -3.21  2.20  0.005
H  -2.76  -0.62  2.27  0.004

## Properties
* gap between HOMO and LUMO (alpha / beta): 3.924 / 7.280 eV
* ΔE to the lowest compared entry with this formula, charge and spin: 42.1 kcal/mol
* spin multiplicity: 8
* LUMO energy (alpha / beta): 0.4 / 0.3 eV

---

[3]
DFT (the ωB97M-V functional and the def2-TZVPD basis) results for the ion C9H20NO2 with charge +1 at a distorted geometry.

Each line ends with the Löwdin charge.
Positions of all 32 atoms, in Å:
C  0.64  0.81  0.32  -0.041
C  1.34  -0.37  1.04  -0.450
C  1.31  -1.62  0.13  -0.353
C  -1.46  1.15  -1.12  -0.366
C  0.63  -0.80  2.36  -0.006
C  2.81  0.12  1.30  -0.026
C  2.35  -2.10  -0.53  0.121
C  -2.20  2.32  -0.62  -0.078
C  -2.48  0.15  -1.79  -0.155
N  -0.79  0.46  -0.06  0.079
O  0.03  -1.95  -0.13  -0.023
O  -1.77  -1.07  -2.01  -0.037
H  0.57  1.77  0.88  0.157
H  1.27  1.07  -0.48  0.123
H  0.23  0.15  2.80  0.100
H  1.30  -1.36  3.06  0.115
H  -0.21  -1.34  1.89  0.078
H  3.19  0.79  0.55  0.081
H  3.48  -0.74  1.44  0.093
H  2.74  0.78  2.19  0.103
H  3.34  -1.76  -0.36  0.068
H  -0.63  1.56  -1.79  0.190
H  2.12  -2.92  -1.09  0.045
H  -2.63  2.21  0.46  0.125
H  -3.11  2.63  -1.21  0.111
H  -1.61  3.28  -0.36  0.118
H  -2.93  0.77  -2.65  0.159
H  -3.34  0.04  -1.07  0.144
H  -0.86  -0.51  -0.32  0.097
H  -1.20  0.66  0.82  0.152
H  -0.11  -2.63  -0.87  0.178
H  -2.03  -1.54  -2.78  0.098

## Properties
* gap between HOMO and LUMO: 10.075 eV
* total charge: +1
* ΔE to the lowest compared entry with this formula, charge and spin: 23.6 kcal/mol
* LUMO energy: -2.5 eV
* SMILES: C=C(O)C(C)(C)C[NH2+][C@H](C)CO

---

[4]
DFT (the ωB97M-V functional and the def2-TZVPD basis) results for the ion C4H6N3S with charge +1 at a distorted geometry.

Each line ends with the Löwdin charge.
Positions of all 14 atoms, in Å:
C  -0.57  1.61  -1.51  -0.329
C  -1.65  1.41  -0.65  -0.345
C  -0.19  -0.91  0.30  -0.618
C  1.83  0.06  1.31  0.139
N  0.96  -0.48  0.62  0.059
N  0.53  1.06  -1.33  0.198
N  -0.53  -2.16  -0.06  0.158
S  -1.63  0.13  0.51  1.087
H  -0.69  2.25  -2.32  0.107
H  -2.44  2.03  -0.67  0.037
H  2.37  0.82  0.80  0.098
H  2.24  -0.30  2.29  0.147
H  0.17  -2.87  -0.12  0.130
H  -1.11  -2.25  -0.89  0.132

## Properties
* gap between HOMO and LUMO (alpha / beta): 8.184 / 7.265 eV
* total charge: +1
* ΔE to the lowest compared entry with this formula, charge and spin: 135.5 kcal/mol
* LUMO energy (alpha / beta): -5.4 / -4.9 eV

---

Computed energy (a.u.) in order:
-1898.53439, -1119.88478, -559.84608, -718.03936